(1)
A cluster of 2 separate species, C33H40F9N2O5S in total at a distorted geometry, computed with wB97M-V/def2-TZVPD.

Geometry as ORCA input:
```
! RIJCOSX wB97M-V def2-TZVPD def2/J DEFGRID3
* xyz -1 1
C -5.21133 4.26664 -0.60382
C -4.28409 3.20816 -0.55034
C -3.34432 1.86070 -0.43594
C -2.87076 1.20869 1.03523
C -3.29603 1.85082 2.48301
C -2.80652 3.44110 2.65291
C -1.17688 3.61933 2.65967
O -0.68379 4.88667 2.09816
C 0.74889 4.60777 1.78645
C -1.95590 -0.11614 0.76918
C -1.46761 -0.88903 2.17454
C -0.18937 -0.08150 2.80747
C 0.46826 -0.82973 4.15244
F -0.73828 -1.33498 4.90965
F 1.15963 0.29285 4.88910
C 1.47408 -2.01230 3.64684
F 2.29814 -1.65377 2.44284
F 0.62026 -3.17356 3.19354
S 2.65633 -2.69492 4.91670
F 1.70083 -2.24387 6.26084
F 3.63217 -1.28808 4.96752
F 3.61939 -3.33200 3.60376
F 1.80479 -4.21426 4.89671
F 3.75866 -3.42647 6.01885
N -1.47433 -0.76630 -0.46241
N -1.86260 -0.22801 -1.64892
C -1.34476 -0.92705 -2.92470
C -0.57090 -2.33697 -2.47181
C -0.04049 -3.22468 -3.74879
C -1.31873 -3.80893 -4.65289
C 0.78656 -4.59519 -3.26590
C 2.00040 -4.28432 -2.20874
C 3.08841 -3.15944 -2.72123
C 4.43269 -3.14622 -2.02742
C 4.62418 -3.24537 -0.38805
C 5.82680 -3.04957 -2.91796
C -2.74427 0.97297 -1.66457
C -3.19156 1.49972 -3.18914
C -2.08992 2.53004 -3.85740
O -2.39068 3.01541 -5.08449
C -0.70455 3.05271 -3.15563
C 0.76757 2.32434 -3.24711
C 2.13342 2.96855 -2.53378
C 1.95849 4.41170 -1.72897
C 0.50496 5.19849 -1.56613
C -0.79985 4.48181 -2.30589
H -5.99726 5.13542 -0.64777
H -2.80635 1.28126 3.38137
H -4.47206 1.76769 2.61574
H -3.19913 3.77015 3.73118
H -3.33864 4.16417 1.89365
H -0.73786 2.74325 1.99793
H -0.71002 3.46302 3.74313
H 1.31055 5.56565 1.34834
H 1.33574 4.17450 2.72691
H 0.86519 3.78004 0.93554
H -2.36584 -0.86944 2.95851
H -1.27302 -2.01434 1.92003
H -0.62663 0.94470 3.23326
H 0.61512 0.22284 2.01455
H -2.26672 -1.23723 -3.58025
H -0.53716 -0.29724 -3.49349
H -1.27285 -3.05099 -1.83949
H 0.39839 -2.01383 -1.86437
H 0.66940 -2.54451 -4.42464
H -1.78379 -4.67661 -3.98749
H -0.91868 -4.20169 -5.68056
H -2.14566 -3.00464 -4.85177
H 1.19251 -5.18816 -4.21506
H -0.04121 -5.28611 -2.75515
H 1.54827 -3.94488 -1.16704
H 2.63468 -5.26383 -1.96183
H 2.80290 -2.40594 -3.57361
H 5.66205 -3.73697 -0.09067
H 4.61924 -2.17526 0.11969
H 3.78909 -3.91058 0.12605
H 5.61717 -2.71591 -4.03591
H 6.59175 -2.31713 -2.38567
H 6.35198 -4.12082 -2.90924
H -3.46581 0.58630 -3.90744
H -4.20564 2.12597 -3.11667
H 0.87893 1.32203 -3.84544
H 3.19143 2.43319 -2.63525
H 2.94588 4.86273 -1.26715
H 0.44111 6.23067 -0.98562
H -1.84831 5.04327 -2.21438
C -3.25742 1.42319 6.37482
O -3.69932 1.23902 5.25117
O -3.40302 0.65486 7.33250
O -2.59635 2.40640 6.72822
*
```

- Gap between HOMO and LUMO: 1.99 eV
- HOMO: -2.3 eV

(2)
A structure of composition C15H29ClNO2P2Yb at a distorted geometry, computed with wB97M-V/def2-TZVPD.

Geometry as ORCA input:
```
! RIJCOSX wB97M-V def2-TZVPD def2/J DEFGRID3
* xyz 2 2
C 3.05232 -1.28768 -1.42841
C 1.82405 -1.93419 -1.58077
H 3.73121 -1.47165 -2.28442
H 3.47963 -1.60667 -0.46065
H 2.84339 -0.18683 -1.33327
O 0.78665 -2.39646 -1.83628
Cl 2.65683 0.62994 0.96368
Yb 0.09333 0.85005 0.82835
P -0.03261 -1.86838 1.62347
C -1.17953 -3.28042 1.66726
C 1.53285 -2.74193 1.99097
H 1.39132 -3.32957 2.90863
H -0.23567 -1.91624 4.03271
H 2.34019 -2.00723 2.11526
H 0.28926 -0.29154 3.50447
H -1.08401 -3.83715 0.72480
H 1.78313 -3.41028 1.15582
C -0.38702 -1.13287 3.27754
H -0.91700 -3.93441 2.51314
H -1.42142 -0.75982 3.34316
H -2.21547 -2.92861 1.77043
P -0.05266 1.80747 -1.81711
C -1.33548 1.94902 -3.09863
C -0.30795 3.42029 -0.94853
H 2.30609 2.32142 -2.13945
H 1.25835 3.12372 -3.37086
H 1.64447 1.37312 -3.50060
C 1.43935 2.19836 -2.80449
H 0.35610 3.52026 -0.07238
H -0.07151 4.22720 -1.65490
H -1.10848 2.80747 -3.74725
H -2.32544 2.07632 -2.63817
H -1.34630 3.53899 -0.59720
H -1.34019 1.02544 -3.69297
C -1.17813 -0.60316 -0.70035
O -1.86031 -1.20546 -1.40870
C -0.07608 2.98953 3.18507
C -1.46083 2.69354 2.75567
C -2.64133 3.31961 3.24354
C -3.71206 2.73684 2.55210
C -3.16082 1.77222 1.66203
C -3.84912 0.89057 0.70124
N -1.79151 1.76483 1.79876
H 0.13325 4.06024 3.01727
H 0.72519 2.41263 2.66798
H 0.02955 2.78681 4.26459
H -2.67986 4.10323 3.99650
H -4.76802 2.95067 2.63343
H -3.62983 -0.17815 0.89834
H -4.93741 1.04226 0.79755
H -3.56081 1.12950 -0.34388
*
```

- Relative energy (zero: lowest compared OMol25 entry of this formula, charge and spin): 0.0 kcal per mole
- Gap between HOMO and LUMO (alpha / beta): 6.05 / 5.96 eV
- HOMO (alpha / beta): -13.7 / -13.7 eV

(3)
An isolated molecule of C3H6N2O2, computed with wB97M-V/def2-TZVPD.

Geometry as ORCA input:
```
! RIJCOSX wB97M-V def2-TZVPD def2/J DEFGRID3
* xyz 0 1
H -2.74768 -1.12233 1.11748
N -1.92643 -0.57152 0.87867
C -0.89345 -1.07468 1.40849
O 0.34251 -0.56548 1.29546
C 0.50501 0.57196 0.46224
C 1.13747 0.15823 -0.86845
N 0.74614 0.92489 -1.93309
O 1.97705 -0.71347 -0.94670
H -0.84813 -1.96866 2.03441
H -0.45105 1.08143 0.32271
H 1.19992 1.23408 0.98830
H 1.09888 0.63974 -2.83505
H -0.14023 1.40581 -1.92450
*
```

- Relative energy (zero: lowest compared OMol25 entry of this formula, charge and spin): 32.3 kcal per mole
- Gap between HOMO and LUMO: 10.86 eV
- Structure (SMILES): [H]/N=C/OCC(N)=O
- HOMO: -9.9 eV

(4)
A structure of composition C25H22N11O3PdS2 at a distorted geometry, computed with wB97M-V/def2-TZVPD.

Geometry as ORCA input:
```
! RIJCOSX wB97M-V def2-TZVPD def2/J DEFGRID3
* xyz 1 1
Pd -1.19819 -0.74291 -1.48518
N -4.61895 -1.15012 -1.98647
C -3.80271 -2.25580 -1.93863
N -4.22206 -3.49356 -1.97513
N -3.09155 -4.23009 -1.88146
N -2.05962 -3.48899 -1.79099
N -2.47926 -2.19000 -1.83294
C -4.16046 0.11087 -1.88874
N -4.95317 1.15549 -2.22618
N -4.21340 2.20533 -2.14025
N -3.00840 1.84222 -1.81872
N -2.92668 0.50236 -1.56704
H -5.58649 -1.27971 -2.23955
C 3.82224 1.87974 5.49114
C 2.82136 1.28677 4.54367
C 1.59256 0.81262 5.00479
C 0.65859 0.27961 4.13429
C 0.95236 0.22797 2.77472
C 2.17732 0.67012 2.29474
C 3.10177 1.19636 3.18056
S -0.27356 -0.44756 1.69816
O -0.91785 -1.50464 2.40522
O -1.25371 0.72499 1.46225
N 0.30876 -0.74510 0.30676
C 1.14930 -1.87616 0.15160
C 1.98566 -2.42381 1.09150
C 2.80954 -3.52340 0.77365
C 2.81972 -4.06210 -0.47899
C 1.96309 -3.53385 -1.47034
C 1.91212 -4.02851 -2.79274
C 1.05337 -3.47516 -3.69877
C 0.19192 -2.45649 -3.27534
N 0.22744 -1.97266 -2.05184
C 1.11256 -2.46611 -1.13663
H 3.66042 1.52824 6.50832
H 3.73835 2.96827 5.49801
H 4.84035 1.63092 5.19512
H 1.37058 0.84883 6.06367
H -0.28270 -0.10718 4.50131
H 2.42695 0.54986 1.24802
H 4.06519 1.52493 2.81120
H 2.02436 -2.02763 2.09606
H 3.44872 -3.93153 1.54442
H 3.46785 -4.89192 -0.72621
H 2.55899 -4.85022 -3.07278
H 0.98996 -3.83010 -4.71614
H -0.55392 -2.04496 -3.94180
C 0.56927 3.80380 -3.24369
S 0.24968 2.08626 -2.81437
O -0.67302 1.58658 -3.84795
C -0.68426 2.41680 -1.30937
C -2.10490 2.88656 -1.33071
C -2.62029 3.34156 0.00314
C -2.02975 3.03233 1.13883
C -0.80353 2.19662 1.12339
C -0.05965 2.20673 -0.16862
H -0.37316 4.33569 -3.36657
H 1.09649 3.77493 -4.19563
H 1.19232 4.26505 -2.47960
H -2.20978 3.70576 -2.04704
H -3.56812 3.86547 -0.02197
H -2.44253 3.32062 2.09547
H -0.16424 2.35913 1.98455
H 0.97675 1.90094 -0.16623
*
```

- Gap between HOMO and LUMO: 7.26 eV
- HOMO: -11.3 eV

(5)
A structure of composition C40H51Cl4N5O4P2Pd, computed with wB97M-V/def2-TZVPD.

Geometry as ORCA input:
```
! RIJCOSX wB97M-V def2-TZVPD def2/J DEFGRID3
* xyz 0 1
Pd -0.10616 -0.31431 0.35626
C -0.74615 0.37973 3.88912
P -1.18825 -0.57859 2.41091
C -0.74038 -2.30320 2.92947
N -1.42753 -2.91095 3.85668
C -1.12998 -4.20610 4.13406
C -1.88253 -4.90560 5.10565
C -1.60345 -6.21721 5.35551
C -0.56827 -6.88283 4.65498
C 0.17430 -6.22607 3.71783
C -0.09582 -4.86558 3.44376
N 0.66773 -4.19367 2.54422
C 0.37162 -2.94648 2.30246
P 1.43683 -1.89870 1.23170
C 2.48005 -1.08896 2.48181
C 2.67428 -3.04076 0.41397
C 3.47325 -3.89636 1.41211
C 3.71457 -2.14040 -0.28889
C 1.95202 -3.99987 -0.54018
C -3.06476 -0.53646 2.38114
C -3.52225 -1.45890 1.25005
C -3.70705 -0.95181 3.71246
C -3.54401 0.89955 2.12019
H -1.11627 -0.14808 4.76796
H -1.19949 1.36803 3.82380
H 0.32623 0.52874 3.93838
H -2.67216 -4.37745 5.62332
H -2.17860 -6.76139 6.09274
H -0.36477 -7.92258 4.87421
H 0.97542 -6.71204 3.17685
H 2.90985 -1.82128 3.16377
H 1.90009 -0.35239 3.01913
H 3.27316 -0.54545 1.96711
H 4.00507 -3.28624 2.14059
H 4.22999 -4.43069 0.83070
H 2.85746 -4.62107 1.93195
H 4.48991 -1.84520 0.41793
H 3.31384 -1.22558 -0.71663
H 4.19619 -2.71075 -1.08663
H 1.29803 -4.66893 0.02008
H 2.69457 -4.61192 -1.05767
H 1.35078 -3.49965 -1.29748
H -3.28791 -2.50417 1.46687
H -3.06253 -1.17211 0.30310
H -4.60527 -1.37394 1.13632
H -3.44539 -1.95323 4.02899
H -4.78956 -0.90048 3.56998
H -3.45355 -0.25289 4.51102
H -3.22279 1.27893 1.15986
H -3.22819 1.57904 2.91379
H -4.63627 0.88531 2.12316
Cl 4.77602 2.05389 0.57113
C 3.34520 2.85673 1.26439
Cl 3.01972 4.41045 0.47312
C 2.09927 1.94930 1.16768
O 1.46533 1.85212 2.22814
O 1.84284 1.43596 0.05361
H 3.56509 3.07036 2.30234
C -0.79481 -1.64783 -2.24679
C -0.56677 -2.05509 -3.72425
N 0.23972 -1.05592 -4.42120
C -0.35798 0.26286 -4.21000
C -0.31339 0.65128 -2.71181
N 0.10095 -0.51926 -1.90132
C 1.48588 -0.83885 -2.30426
C 1.57779 -1.02565 -3.83654
H -0.59716 -2.47600 -1.56380
H -1.81391 -1.30213 -2.06911
H -1.52021 -2.16086 -4.24423
H -0.04708 -3.01400 -3.78967
H -1.38798 0.23764 -4.56988
H 0.18537 0.99346 -4.81161
H -1.29107 0.98438 -2.38594
H 0.40998 1.43306 -2.50784
H 1.76192 -1.75154 -1.79243
H 2.11867 -0.02586 -1.94668
H 2.09963 -1.95372 -4.08139
H 2.12669 -0.20285 -4.29831
Cl -2.23667 4.28550 -3.80733
C -0.62511 4.06302 -4.39735
C -0.43950 4.04068 -5.77038
C 0.79242 3.71009 -6.30919
C 1.83460 3.38000 -5.45835
C 1.64959 3.44411 -4.08965
Cl 2.96209 2.96958 -3.05335
C 0.43346 3.83135 -3.50200
N 0.29533 3.87616 -2.13096
C -0.43997 4.84944 -1.42012
C -0.50982 6.15755 -1.88526
C -1.25048 7.10633 -1.20137
C -1.90546 6.75733 -0.02926
C -1.80444 5.45843 0.44529
C -1.07882 4.48848 -0.23269
C -0.98944 3.08501 0.29205
C -1.91105 2.09701 -0.40190
O -2.87387 2.45703 -1.04946
O -1.68075 0.81464 -0.21728
H -1.28818 4.24814 -6.40727
H 0.93062 3.68134 -7.38100
H 2.79990 3.08004 -5.84216
H 0.95836 3.33014 -1.59232
H 0.01332 6.42071 -2.79703
H -1.30582 8.11877 -1.58014
H -2.48774 7.49057 0.51311
H -2.30992 5.17906 1.36281
H -1.25332 3.07105 1.35429
H 0.01500 2.68750 0.22648
*
```

- Relative energy (zero: lowest compared OMol25 entry of this formula, charge and spin): 0.0 kcal per mole
- Gap between HOMO and LUMO: 6.13 eV
- HOMO: -7.4 eV

(6)
A structure of composition C2H4NO2 at a distorted geometry, computed with wB97M-V/def2-TZVPD.

Geometry as ORCA input:
```
! RIJCOSX wB97M-V def2-TZVPD def2/J DEFGRID3
* xyz -1 1
C 0.46671 -0.49333 -0.28953
C 0.02325 0.84365 0.24753
N 1.94560 -0.05235 -0.65105
O 2.81834 -0.61501 0.04400
O 1.37944 1.34786 0.33584
H 0.42723 -1.19003 0.61078
H -0.04296 -1.20655 -1.03815
H -0.49221 1.46506 -0.40517
H -0.63210 0.71861 1.10220
*
```

- Relative energy (zero: lowest compared OMol25 entry of this formula, charge and spin): 129.6 kcal per mole
- Gap between HOMO and LUMO: 7.07 eV
- HOMO: -2.4 eV

(7)
A structure of composition C35H52AsO2P3Rh at a distorted geometry, computed with wB97M-V/def2-TZVPD.

Geometry as ORCA input:
```
! RIJCOSX wB97M-V def2-TZVPD def2/J DEFGRID3
* xyz 3 5
Rh -1.33430 0.44150 0.25384
P -2.25814 -0.69443 1.98470
P -1.73381 -0.73951 -1.57192
P -2.76949 2.12242 -0.03619
H 1.25645 1.04222 -0.33625
C 0.42195 1.63856 0.04029
C 0.09920 1.50624 1.42948
H 0.71306 0.81849 2.01831
C -1.26512 -1.97052 2.81083
C -3.74258 -1.59594 1.44192
C -2.66415 0.45902 3.33754
C -0.76010 -0.01801 -2.93173
C -1.08552 -2.43316 -1.39698
C -3.43784 -0.91933 -2.20220
C -2.54267 3.57655 1.05542
C -4.53290 1.69506 0.21604
C -2.59955 2.85686 -1.71347
H 0.18990 2.55831 -0.51061
H -0.39251 2.31276 1.98030
H -0.32923 -1.52457 3.17090
H -1.00009 -2.74900 2.08328
H -1.81149 -2.41637 3.65835
H -3.47401 -2.33669 0.67566
H -4.50769 -0.92390 1.03778
H -4.15180 -2.12844 2.31525
H -1.74722 0.96306 3.67161
H -3.06595 -0.12481 4.17962
H -3.39638 1.21982 3.04177
H -0.99019 -0.55160 -3.86570
H 0.30813 -0.13070 -2.70255
H -0.97564 1.04825 -3.06830
H -1.28291 -3.01341 -2.31044
H -1.54113 -2.93732 -0.53722
H -0.00582 -2.37318 -1.20366
H -3.41018 -1.58550 -3.07977
H -3.86955 0.04298 -2.51077
H -4.09292 -1.36948 -1.44360
H -3.31582 4.32026 0.81124
H -1.55285 4.02593 0.89578
H -2.64206 3.29863 2.11357
H -5.13505 2.58597 -0.01072
H -4.73224 1.39903 1.25902
H -4.85088 0.87883 -0.44710
H -3.16242 3.80144 -1.73681
H -2.98142 2.19467 -2.50480
H -1.54078 3.08157 -1.92840
C -1.70018 3.95622 -5.80708
C -1.06289 4.44390 -6.96850
C -0.28366 5.59604 -6.86252
C -0.17180 6.27601 -5.64076
C -0.90711 5.84144 -4.53245
C -1.71379 4.70544 -4.62305
O -2.23556 2.69513 -5.73329
H -2.08397 2.23219 -6.58160
H -1.16100 3.90081 -7.90944
H 0.24539 5.96700 -7.73762
H 0.48286 7.14487 -5.56281
H -0.85413 6.38208 -3.58956
H -2.31543 4.35942 -3.78649
O 0.91037 -1.45667 0.69151
As 2.39337 -1.81933 1.41158
C 3.66373 -2.39906 0.07613
C 5.04819 -2.44158 0.32645
C 5.86474 -3.21056 -0.51894
C 5.29989 -3.93025 -1.58046
C 3.94374 -3.77334 -1.89285
C 3.13787 -2.95350 -1.09291
C 2.95454 -0.32481 2.51841
C 3.98987 0.50324 2.06290
C 4.52790 1.45879 2.93151
C 3.97664 1.64790 4.20105
C 2.85785 0.90868 4.59637
C 2.34230 -0.08840 3.75800
C 2.04478 -3.37842 2.52840
C 1.31881 -4.43522 1.96250
C 1.03842 -5.56859 2.73448
C 1.44732 -5.61679 4.07049
C 2.14976 -4.54704 4.63710
C 2.45660 -3.41680 3.86690
H 5.48262 -1.90020 1.16867
H 6.94319 -3.26447 -0.33488
H 5.91472 -4.62062 -2.16359
H 3.50934 -4.29515 -2.74492
H 2.09575 -2.76768 -1.35064
H 4.36776 0.39686 1.04422
H 5.37518 2.06227 2.60705
H 4.40720 2.38163 4.88058
H 2.37542 1.09974 5.55247
H 1.46674 -0.66663 4.06721
H 0.96866 -4.36049 0.92791
H 0.49495 -6.40124 2.28974
H 1.22391 -6.49996 4.66863
H 2.46269 -4.59198 5.68034
H 3.00214 -2.58344 4.32039
*
```

- Relative energy (zero: lowest compared OMol25 entry of this formula, charge and spin): 0.0 kcal per mole
- Gap between HOMO and LUMO (alpha / beta): 6.95 / 3.32 eV
- HOMO (alpha / beta): -14.4 / -14.9 eV

(8)
A cluster of 6 separate species, H12O6 in total at a distorted geometry, computed with wB97M-V/def2-TZVPD.

Geometry as ORCA input:
```
! RIJCOSX wB97M-V def2-TZVPD def2/J DEFGRID3
* xyz 0 1
O 1.84992 -1.00002 -1.22670
H 0.85343 -0.92434 -1.32705
H 2.12778 -0.87629 -2.11093
O 1.82289 -1.70805 2.86590
H 1.44221 -1.60474 2.00751
H 2.40544 -0.91031 2.76951
O -0.57211 2.08207 1.70829
H -0.21617 2.92737 2.01365
H -0.87397 2.31958 0.79722
O -1.37776 -1.50679 0.40660
H -1.18689 -0.99015 1.24208
H -1.22989 -2.36803 0.78034
O -0.67082 2.31314 -1.29903
H 0.25957 2.70897 -1.18746
H -0.42315 1.38628 -1.60591
O -1.25673 -0.28834 -2.07416
H -1.82473 -0.91596 -2.58787
H -1.12899 -0.64439 -1.17198
*
```

- Relative energy (zero: lowest compared OMol25 entry of this formula, charge and spin): 35.4 kcal per mole
- Gap between HOMO and LUMO: 11.47 eV
- Structure (SMILES): O.O.O.O.O.O
- HOMO: -11.2 eV